The following is a quantum chemistry calculation of a 8-piece molecular cluster, C32H56N8 overall at a distorted geometry, from the Open Molecules 2025 dataset.

XYZ file:
```
96
C32H56N8 the ωB97M-V functional and the def2-TZVPD basis
H 3.36 2.70 -2.15
H -4.84 -0.03 0.27
C -1.78 -6.10 1.14
H -7.48 -0.74 0.09
H -1.48 -3.17 2.45
C -6.63 -1.07 -0.51
H 1.84 3.56 -2.25
H -0.83 -1.31 -0.28
C -3.00 -6.68 0.39
C 3.64 -0.28 -0.85
H 2.80 5.20 -3.68
H 6.77 -1.51 -1.75
C 5.59 2.88 0.97
H -4.34 1.51 -1.90
H -2.46 -5.91 -1.58
C 4.15 2.97 1.16
H 5.00 5.12 -4.70
H 6.10 4.02 2.72
C -5.52 -1.51 1.72
H 0.75 2.13 -0.02
N 3.02 3.13 1.32
N -6.88 5.51 -2.58
H -3.57 2.98 -1.34
H -3.38 -7.61 0.83
C -5.32 -1.01 0.29
H -1.20 -1.49 6.35
C -1.30 -2.08 4.30
C 0.46 0.84 1.66
N 6.77 3.15 -3.05
H -0.23 -2.28 4.25
H -2.11 -5.71 2.10
H 3.16 -1.23 -0.61
N -2.10 -4.47 6.58
N -5.68 -4.12 1.90
C 5.83 3.63 -3.53
H -4.68 -1.19 2.35
C -0.92 0.82 -0.48
H -2.87 -1.52 5.66
H -0.67 0.83 -1.54
C -2.04 -3.38 6.25
C -4.32 3.19 -3.37
N -0.83 -3.99 -0.05
H -5.27 2.97 -1.43
H 3.96 0.20 0.08
C -1.90 -2.00 5.70
C -5.86 5.12 -2.94
H -1.05 -6.90 1.18
H -6.88 -2.11 -0.74
H -3.78 5.12 -2.82
H 6.25 2.27 2.93
C -5.60 -2.97 1.83
H 2.36 2.71 -3.64
H 4.30 3.61 -4.97
H 2.86 0.31 -1.34
H 5.18 0.27 -2.32
C 7.92 3.18 1.94
H -3.86 -6.01 0.54
C -1.52 -0.50 -0.06
H -5.02 2.61 -3.98
H -2.54 -3.81 3.68
C -2.84 -6.82 -1.12
H -1.40 -1.08 3.86
C 6.06 -1.88 0.11
H -6.34 -1.06 2.28
H 8.24 2.53 1.12
H -4.56 5.06 -4.46
C 3.52 4.56 -3.18
C -1.24 -4.93 0.45
C 4.86 -0.59 -1.72
H 8.44 2.96 2.88
H 8.28 4.18 1.69
C 0.44 1.12 0.23
H -3.83 -7.01 -1.55
C 2.74 3.30 -2.81
C 6.16 -0.97 -1.02
H -3.36 2.90 -3.79
H 3.92 5.05 -2.29
C 4.67 4.24 -4.15
H 1.14 0.46 -0.29
C -4.56 4.68 -3.44
H 4.62 -1.39 -2.42
H -2.47 -0.65 -0.58
C -4.39 2.59 -1.95
H -1.78 -0.53 1.00
H -6.49 -0.43 -1.38
C 6.42 3.10 2.24
H -4.48 -1.58 -0.11
H -2.93 -2.30 2.82
H -1.57 1.68 -0.32
H 6.70 -0.11 -0.60
H 5.78 1.93 0.47
N 5.96 -2.61 0.99
N 0.40 0.58 2.78
H -2.25 -7.67 -1.47
C -2.13 -2.87 3.28
H 5.89 3.70 0.30
```

Calculated values
Total charge = 0
SMILES = CCCC#N.CCCC#N.CCCC#N.CCCC#N.CCCC#N.CCCC#N.CCCC#N.CCCC#N
M = 552.9 g mol⁻¹
E_HOMO = -11.2 eV
E_LUMO = 0.08 eV
Orbital gap = 0.416 Ha
Total energy = -46010.4951 eV

***

The following is a quantum chemistry calculation of C32H57BaN2O2P2 as an isolated structure at a distorted geometry, from the Open Molecules 2025 dataset.

XYZ file:
```
96
C32H57BaN2O2P2 the ωB97M-V functional and the def2-TZVPD basis
P 0.72 -2.75 0.11
C -0.36 -3.82 2.43
C -1.77 -3.44 -0.99
C -1.19 1.59 -5.24
H 0.93 1.98 5.25
H -2.35 -4.17 -1.57
H 3.91 -0.41 -4.56
C 1.54 4.17 0.75
C 1.53 4.72 -1.75
C 1.54 3.60 -0.69
H -0.53 -5.81 -1.81
H 1.66 0.36 5.28
C 0.14 -3.38 -2.61
H -3.72 1.18 -5.29
C -3.36 0.63 -4.41
H 2.57 4.95 -2.03
C 2.36 -1.31 -1.68
C 1.02 -3.59 1.78
H -0.69 0.21 6.12
H 2.97 2.41 -1.89
H 2.04 1.26 -4.49
H -0.20 -4.31 3.41
H -1.23 4.73 0.81
H -0.76 5.57 -0.70
H 4.13 -2.05 -2.64
H 1.35 -1.65 2.80
H 0.93 5.07 0.85
C 2.18 0.54 -3.68
H -0.90 -2.88 2.62
H 1.19 3.43 1.48
C -1.35 0.61 -2.88
C -2.70 2.73 -0.34
H -3.81 -0.37 -4.44
H 1.10 5.65 -1.35
H -1.16 4.37 -3.01
H 0.00 -2.30 -2.78
H -0.52 -3.91 -3.31
C -1.58 3.55 -1.01
H -2.10 -3.50 0.06
H 2.69 -4.80 1.02
O -0.40 0.54 2.90
H -2.92 1.78 -0.86
C 0.20 1.57 -2.49
H 1.94 -3.07 3.67
N -1.83 0.05 -1.91
C -1.38 -0.85 -4.92
C -0.27 -3.77 -1.18
C -0.03 -5.27 -0.99
C -1.82 0.51 -4.38
H -2.04 0.14 4.94
C 3.33 -1.31 -2.68
H 2.85 -2.46 2.28
H 2.69 -3.42 -1.12
H -1.76 -1.65 -4.27
H -0.11 1.46 -5.29
Ba -0.87 -0.11 0.49
H 2.57 4.43 1.03
H 2.09 -5.24 2.64
C 2.81 2.74 -0.85
P 0.03 2.50 -0.88
H -0.28 -0.91 -4.96
H 0.28 2.34 -3.27
H -2.84 4.46 -2.48
H -2.02 -2.43 -1.38
H 1.04 -5.54 -1.02
H 1.00 4.46 -2.68
H -1.77 -1.02 -5.93
H -2.18 2.91 -3.01
H -1.01 -4.48 1.83
H 1.84 1.39 3.81
H -0.90 -1.22 5.08
C 1.17 1.10 4.63
O -4.77 -0.06 2.80
C 1.84 -2.63 2.67
H -1.42 2.59 -4.86
H 2.79 1.85 -0.20
H -0.47 -5.65 -0.05
H 1.16 -5.70 1.21
C -0.09 0.51 4.12
H -2.49 2.52 0.72
C -0.99 -0.12 5.12
C -1.94 3.83 -2.47
H -3.63 3.33 -0.37
C 3.21 -0.39 -3.73
H -1.59 1.52 -6.26
C -1.48 4.88 -0.25
C 1.78 -4.90 1.63
C -3.87 0.01 2.09
H 3.08 -2.24 0.15
N 1.43 -0.35 -1.58
H -2.47 5.36 -0.29
C 1.32 0.55 -2.58
H -3.74 1.14 -3.52
H 1.17 -3.64 -2.85
H 3.69 3.35 -0.56
C 2.36 -2.47 -0.66
```

Calculated values
Total charge = +1
M = 701.1 g mol⁻¹
E_HOMO = -8.8 eV
E_LUMO = -2.54 eV
Orbital gap = 0.230 Ha
Total energy = -60451.3400 eV

***

The following is a quantum chemistry calculation of C32H57N2O2P2Pb as an isolated structure at a distorted geometry, from the Open Molecules 2025 dataset.

XYZ file:
```
96
C32H57N2O2P2Pb the ωB97M-V functional and the def2-TZVPD basis
N -0.01 -1.70 -0.69
H -4.71 -0.85 2.46
H -5.77 -1.10 -0.82
H 0.93 -4.95 -2.58
C 2.67 -0.34 2.59
H -1.38 -2.54 2.25
H -2.58 -1.34 -2.20
H 3.23 -0.51 3.53
C 3.64 0.58 -2.78
H -5.35 -2.63 0.45
C -4.46 -3.17 0.79
H -0.95 -1.56 6.51
C 0.59 1.38 -2.28
H -4.72 2.34 0.14
H 3.35 -1.48 -1.08
C -0.65 -3.58 -2.03
H -0.68 0.93 6.54
H -6.27 0.58 -0.53
C 3.90 1.29 -1.45
H 4.06 3.25 -2.36
H -3.07 -2.81 -1.38
H -0.06 -2.40 5.20
H -1.86 2.26 -3.32
N 0.21 1.06 -1.21
C 4.81 -0.65 1.39
H 3.14 2.32 2.21
C -4.15 0.32 -0.39
H 2.57 0.49 -2.97
C -5.58 -0.21 -0.20
Pb -0.50 0.24 1.00
C 1.28 1.95 -4.66
H 0.44 1.53 5.30
O -0.07 4.04 1.99
H -1.32 1.65 5.02
H 1.35 4.05 -2.92
C 0.68 -4.01 -2.09
C -3.94 0.67 -1.87
C -0.31 2.97 1.68
C -0.50 -0.33 4.83
H -0.31 3.90 -2.29
H 5.93 1.71 -1.99
H 5.24 -0.84 2.39
O -0.73 -0.51 3.61
H 0.78 -1.23 6.28
C 1.32 -1.94 -0.97
H 1.32 0.88 -4.89
H -4.78 -3.87 1.57
H 4.08 -0.43 -2.80
C 3.49 2.77 -1.55
C -3.98 1.59 0.47
H -0.04 4.31 -4.00
P -2.83 -0.92 0.17
H -2.50 -3.90 2.45
C -1.11 1.88 -4.02
C 5.40 1.21 -1.16
H 3.70 3.32 -0.62
C -2.40 -1.94 -1.29
C -2.17 -3.12 1.75
H 4.09 1.16 -3.59
H -2.98 2.04 0.35
H 2.28 -1.31 2.25
H 4.51 -1.61 0.97
H 4.68 2.22 1.34
C -0.16 -1.46 5.75
H 0.97 2.48 -5.57
H -1.30 2.35 -5.00
C 3.62 0.29 1.56
C 0.29 2.22 -3.54
C -0.95 -2.43 -1.31
C 2.38 -1.00 -0.82
H 2.42 2.86 -1.77
H -4.15 1.39 1.53
H 4.57 1.60 3.00
H 5.70 1.72 -0.24
H -1.47 -4.12 -2.50
H -5.81 -0.43 0.85
H 5.61 -0.22 0.78
H -4.28 -2.33 3.34
C 4.03 1.69 2.05
C -0.52 1.03 5.46
C -3.39 -2.26 1.39
C 0.33 3.71 -3.16
P 2.68 0.56 -0.10
H -2.90 0.91 -2.10
H 2.71 -3.45 -1.64
H -4.55 1.55 -2.12
C 1.66 -3.20 -1.56
H -3.08 -1.03 3.17
H -4.28 -0.14 -2.54
H -4.08 -3.77 -0.05
C -3.90 -1.56 2.66
H 1.82 0.31 2.84
H 2.29 2.30 -4.40
H -1.24 0.79 -4.14
H 5.77 0.18 -1.14
H -1.74 -3.62 0.87
```

Calculated values
Total charge = +3
M = 771.0 g mol⁻¹
E_HOMO (alpha / beta) = -16.5 / -16.9 eV
E_LUMO (alpha / beta) = -11.30 / -10.28 eV
Orbital gap (alpha / beta) = 0.191 / 0.244 Ha
Total energy = -64982.7036 eV